(1)
19
Properties=species:S:1:pos:R:3:forces:R:3:nbo_charge:R:1 method="wB97M-V/def2-TZVPD" homo_lumo_gap_ev=9.25 homo_ev=-8.55 multiplicity=1 de_lowest_kj_mol=120.8 largest_force_ev_per_a=3.411 smiles=C[C@]12C[C@]1(c1nccs1)C2 e_lumo_ha=0.0257
C -2.84619 1.04654 0.31551 0.189 -0.444 -0.805 -0.0617
C -3.21998 -0.23415 0.28795 -0.816 -2.185 1.341 -0.4258
C -1.00772 0.14353 -0.45644 0.823 0.517 0.400 0.0966
C 1.21866 -1.08592 -1.21757 -1.402 -2.223 0.263 -0.3782
C 1.46527 1.12351 -0.80449 1.298 0.357 0.575 -0.3706
C 0.39559 0.12389 -0.80990 -0.462 -0.951 -1.540 -0.1244
C 1.62148 -0.20854 -0.10304 1.478 1.074 -0.341 0.0183
C 1.87804 -0.43786 1.35205 0.019 2.325 -0.078 -0.6213
N -1.56740 1.27375 -0.15194 -0.532 0.003 0.137 -0.4360
S -1.93495 -1.33042 -0.23956 -0.696 1.928 0.256 0.3564
H -3.58283 1.78074 0.58244 0.397 0.687 0.171 0.2154
H -4.09407 -0.62233 0.84130 0.429 0.121 -0.907 0.2367
H 0.73576 -2.05486 -0.78188 0.915 1.384 -1.157 0.1930
H 1.62547 -1.19903 -2.26405 -0.037 0.348 1.375 0.2179
H 2.11985 1.44151 -1.64468 -0.758 -0.553 0.261 0.2065
H 1.41956 1.84962 -0.01481 -0.422 0.821 -0.057 0.2118
H 1.82489 -1.44804 1.42044 -0.471 -3.254 0.905 0.2162
H 1.05200 0.03940 1.93946 0.933 -0.323 -0.221 0.2235
H 2.89656 -0.20134 1.74922 -0.884 0.366 -0.577 0.2257

=====

(2)
14
Properties=species:S:1:pos:R:3:forces:R:3:nbo_charge:R:1 method="wB97M-V/def2-TZVPD" homo_lumo_gap_ev=9.76 homo_ev=-9.14 multiplicity=1 de_lowest_kj_mol=252.8 largest_force_ev_per_a=4.180 smiles=C[C@]1(CO)CS1 e_lumo_ha=0.0229
C 1.26343 -1.35758 -0.32029 -0.035 -3.759 -1.263 -0.6718
C 0.30473 -0.35246 0.23366 -0.440 2.433 0.587 -0.0511
C 0.96240 1.03262 0.54333 -0.139 -0.940 1.340 -0.0938
C -0.78183 -0.80262 1.11435 -0.258 -2.527 0.407 -0.4882
H 2.03421 -1.08153 -1.21532 -2.410 -0.410 2.136 0.2595
H 0.46332 -2.23470 -0.58543 2.383 1.705 -0.246 0.2328
H 1.90324 -1.92989 0.49250 -1.184 1.656 -1.186 0.2317
H 1.92041 0.61022 1.05325 -0.922 1.603 -1.215 0.1923
H 0.38144 1.60255 1.40024 0.957 -0.898 -1.932 0.1770
H 0.10693 1.94734 -0.93773 4.006 -0.475 0.655 0.4783
H -0.80877 -1.96702 1.24856 -0.208 2.104 -0.678 0.2192
H -1.03553 -0.40834 2.12173 0.251 0.548 -1.104 0.2383
O 1.16021 1.80073 -0.67659 -4.039 -0.305 1.033 -0.7110
S -1.54621 -0.12902 -0.47446 2.037 -0.738 1.467 -0.0132

=====

(3)
105
Properties=species:S:1:pos:R:3:forces:R:3:mulliken_charge:R:1 method="wB97M-V/def2-TZVPD" homo_lumo_gap_ev=9.69 charge=-1 homo_ev=-7.32 multiplicity=1 de_lowest_kj_mol=0.0 largest_force_ev_per_a=1.769 e_lumo_ha=0.0868
B 0.14013 21.17071 -3.03184 0.411 0.693 0.082 0.6171
F -0.33382 20.25189 -2.09392 -0.054 -0.070 0.159 -0.3648
F 1.54666 21.20197 -3.02320 -0.058 -0.370 -0.214 -0.6691
F -0.37255 20.81908 -4.27857 0.143 -0.119 -0.250 0.0470
F -0.26911 22.48403 -2.70122 -0.298 -0.210 0.267 0.9419
C -0.05161 27.85886 -2.48305 -0.079 0.295 0.346 -1.3449
C 0.98113 26.74814 -2.44126 0.458 0.456 -1.114 0.2120
C 2.09681 26.94618 -1.41184 -1.213 -0.576 0.464 -0.1786
O 2.76488 28.15306 -1.62830 -0.034 0.111 -0.510 -0.3347
C 4.00485 28.22883 -0.99812 0.856 0.747 0.559 -0.7393
N 0.33804 25.44301 -2.41299 0.065 0.421 -0.210 0.0579
H -0.73344 27.72523 -3.32248 0.052 -0.167 -0.043 0.0622
H 0.43036 28.83275 -2.58924 0.010 -0.038 0.098 0.3921
H -0.65910 27.87407 -1.57109 0.065 -0.003 0.031 0.3392
H 1.51258 26.80530 -3.40357 -0.147 -0.100 -0.036 0.3325
H 2.75965 26.07699 -1.47540 0.172 0.101 0.097 0.0301
H 1.59294 26.94980 -0.42708 0.374 -0.051 0.158 0.3129
H 4.46810 29.18592 -1.25395 -0.207 -0.010 -0.221 0.2783
H 4.72630 27.45868 -1.28660 -0.315 -0.311 -0.082 0.2675
H 3.92421 28.25736 0.09690 -0.169 -0.323 0.008 0.3043
H 0.98368 24.77091 -2.80211 -0.157 -0.330 0.534 -0.1963
H 0.02539 25.17828 -1.48718 0.181 -0.198 0.006 0.1214
C -1.83171 13.26250 -7.06556 -0.410 0.662 0.490 -1.4868
C -1.23496 14.62462 -6.74544 0.426 0.861 1.485 0.3633
C -2.07621 15.35973 -5.67467 -0.529 -0.217 -1.055 -0.7514
O -1.51768 16.59522 -5.31159 0.935 -0.010 0.983 -0.1186
C -1.76830 17.68352 -6.13717 -0.269 1.172 -1.113 -0.3140
N 0.11608 14.35791 -6.25049 0.689 -0.234 0.642 -0.6299
H -2.00783 12.80718 -6.08407 0.198 -0.329 -0.115 0.3441
H -1.10334 12.67942 -7.61750 -0.205 -0.156 -0.205 0.3879
H -2.82347 13.30681 -7.51609 0.176 0.026 -0.397 0.3609
H -1.16118 15.38434 -7.52686 0.067 -0.628 -0.636 0.3440
H -2.14987 14.73845 -4.77981 0.016 0.119 0.112 0.3565
H -3.08322 15.54980 -6.08045 -0.077 -0.195 0.160 0.3139
H -1.36757 17.63719 -7.16087 -0.280 -0.785 -0.037 0.3316
H -1.27028 18.60315 -5.81883 0.031 -0.346 0.837 -0.3475
H -2.84059 17.91014 -6.15871 -0.018 -0.071 -0.237 0.3968
H 0.07918 13.76994 -5.41697 -0.296 -0.350 -0.340 0.3032
H 0.65883 15.13485 -5.87082 -0.322 0.493 -0.693 0.1577
C -3.01238 23.94581 -3.88701 -1.419 0.813 0.277 -1.6751
C -2.33803 23.96828 -5.26166 -0.068 -0.438 0.883 1.3424
C -2.83046 25.17097 -6.04377 -0.333 -0.236 -0.889 -1.2010
O -2.41672 26.34482 -5.39247 0.463 -0.015 0.199 -0.1489
C -3.25111 27.44990 -5.47673 -0.907 0.516 0.129 -0.9493
N -0.88595 24.03286 -5.18536 0.791 0.480 -0.020 -0.6368
H -4.08191 23.69263 -3.94707 0.097 -0.178 -0.341 0.5138
H -3.06522 24.96914 -3.50047 0.457 -0.055 0.126 0.2269
H -2.63942 23.30806 -3.09385 0.551 -0.146 -0.409 0.2342
H -2.61275 23.05886 -5.80501 0.037 0.063 -0.173 0.2294
H -3.91820 25.14502 -6.19340 -0.064 -0.020 0.442 0.5025
H -2.42642 25.12628 -7.06385 0.250 0.101 0.093 0.3964
H -2.74432 28.29630 -5.01464 0.159 -0.014 -0.157 0.2373
H -4.19665 27.33131 -4.92087 0.130 -0.310 0.058 0.3788
H -3.56422 27.71892 -6.49404 0.374 -0.088 -0.126 0.3432
H -0.50006 23.36544 -4.52922 -0.423 -0.520 -0.190 -0.2986
H -0.62638 24.89119 -4.69583 -0.235 0.222 -0.356 0.2296
C 0.45300 21.01254 -7.68803 0.195 -0.571 0.233 -0.4929
C -0.65082 21.81646 -8.31205 -0.558 -0.507 -1.018 -0.3249
O -0.48062 23.19613 -8.14564 -0.391 0.437 -0.148 -0.5981
H 0.24018 20.89676 -6.62218 0.360 0.195 0.039 -0.1517
H 1.41942 21.48691 -7.85536 0.006 0.071 0.144 0.3291
H 0.52097 19.99534 -8.08583 -0.152 0.047 -0.130 0.3861
H -1.61814 21.37267 -8.01343 -0.055 0.633 0.629 0.1756
H -0.74354 21.68273 -9.39777 0.618 -0.015 -0.003 0.3795
H -0.46666 23.48100 -7.22066 -0.023 -0.208 0.478 0.3564
C -2.46324 22.11939 0.44889 -0.938 0.590 0.138 0.4655
O -2.65876 22.21921 1.64811 0.212 -0.006 0.074 -0.7043
N -2.57447 20.92868 -0.20978 0.197 0.033 0.681 -0.2949
N -2.23017 23.19978 -0.36090 0.611 -0.099 -0.947 -0.1334
H -2.41031 20.82508 -1.19328 0.165 -0.119 0.023 0.2234
H -2.45339 20.15688 0.42355 -0.060 -0.309 -0.401 0.2380
H -2.47460 24.14667 -0.14730 -0.060 -0.117 0.555 0.1904
H -1.90797 23.03463 -1.30117 -0.078 0.078 0.022 -0.3956
C 4.17407 23.67534 -2.33393 0.511 -0.018 -1.460 0.4201
O 5.15775 24.40261 -2.39844 -0.079 -0.041 0.408 -0.7181
N 3.13084 23.82281 -3.21895 0.122 -0.097 1.003 -0.1846
N 4.08544 22.56103 -1.56945 0.180 -0.108 0.496 -0.2433
H 3.18146 24.60417 -3.84381 -0.310 -0.020 -0.068 0.1965
H 2.36415 23.18109 -3.10932 -0.207 0.119 -0.650 -0.1954
H 4.92683 22.20546 -1.15655 -0.042 0.236 0.275 0.1902
H 3.21605 22.11562 -1.33883 0.000 -0.147 -0.174 0.2601
C 1.96697 21.50510 0.78732 0.556 -0.962 0.872 0.3136
O 2.62154 21.56035 1.81830 0.026 0.124 -0.103 -0.7291
N 2.02869 20.46763 -0.09411 -0.571 1.308 -0.158 -0.1947
N 1.10315 22.48340 0.41388 -0.008 0.832 0.190 -0.0798
H 1.38828 20.63135 -0.85444 0.395 -1.365 -0.369 -0.0907
H 2.59037 19.66251 0.08858 -0.076 -0.146 -0.169 0.1569
H 0.95315 23.15067 1.15052 -0.251 0.129 -0.159 0.2270
H 0.39285 22.37046 -0.28794 -0.112 -0.049 0.047 0.0223
C -3.81293 19.50362 -3.71785 0.584 0.218 -0.668 0.4929
O -4.98672 19.22308 -3.85196 -0.104 -0.060 -0.122 -0.7172
N -3.27663 20.75339 -3.95669 -0.718 -1.047 0.626 0.1965
N -2.82368 18.59939 -3.39854 -0.637 0.325 0.630 -0.2967
H -3.89093 21.43963 -4.34808 0.248 0.383 0.274 0.0112
H -2.30924 20.85916 -3.70926 -0.065 0.788 -0.654 -0.2770
H -1.90175 18.99056 -3.33614 0.328 -0.561 -0.179 0.2675
H -2.96481 17.65596 -3.70827 0.224 -0.120 0.200 0.1857
C 2.13894 17.68627 -4.67916 0.255 -0.056 -0.893 0.5794
O 2.49226 16.59675 -5.11266 0.305 -0.051 -0.036 -0.7220
N 0.96128 17.83518 -4.04614 -0.251 0.106 0.577 -0.3627
N 2.86173 18.84434 -4.82781 -0.079 0.108 0.219 -0.3547
H 0.60729 18.75259 -3.84362 -0.236 -0.144 0.057 0.2596
H 0.36273 17.02837 -4.06945 -0.292 0.183 0.037 0.1096
H 2.39823 19.71394 -4.61561 0.167 0.066 0.012 0.1604
H 3.57071 18.87492 -5.53647 0.037 -0.203 0.012 0.2431